This record from OMol25 describes a molecular structure, C48H46F6N5O4S2Sb2Ti at a distorted geometry. The level of theory is ωB97M-V with the def2-TZVPD basis set.

Computed properties:
Frontier orbital gap (alpha / beta) (eV): 7.14 / 8.07
Charge: +1
2S+1: 3

Each line ends with the Mulliken charge.
Cartesian coordinates (Å):
1 Ti -12.58 13.93 9.90  0.8733
2 C -10.00 12.54 8.87  -0.3805
3 C -9.04 13.57 9.42  -2.1494
4 C -9.43 15.05 9.41  0.3473
5 C -8.43 16.03 9.39  -1.2121
6 C -8.72 17.39 9.38  -0.8119
7 C -10.01 17.76 9.33  -1.4900
8 C -10.98 16.74 9.45  -0.1473
9 N -10.72 15.42 9.50  2.4286
10 N -11.25 12.13 9.57  1.4869
11 C -10.86 11.58 10.84  -1.8280
12 C -11.95 11.71 11.85  0.5683
13 C -11.88 11.00 13.02  -0.9760
14 C -12.82 11.21 14.01  -1.0674
15 C -13.92 12.00 13.71  -0.8020
16 C -13.92 12.65 12.47  -0.9522
17 N -12.93 12.56 11.55  1.9543
18 C -11.94 11.11 8.77  -1.0400
19 C -13.41 10.95 9.10  0.7225
20 C -13.98 9.75 9.40  -0.8697
21 C -15.37 9.66 9.46  -0.9197
22 C -16.14 10.81 9.31  -1.2514
23 C -15.44 11.99 9.15  -0.5120
24 N -14.11 12.10 9.06  1.2056
25 H -9.37 11.62 8.60  0.4759
26 H -10.32 12.88 7.87  -0.4850
27 H -8.16 13.53 8.80  0.7709
28 H -8.69 13.37 10.39  0.6943
29 H -7.41 15.72 9.43  0.6380
30 H -7.89 18.06 9.55  0.4906
31 H -10.26 18.80 9.44  0.6416
32 H -12.03 16.97 9.62  0.0216
33 H -10.08 12.08 11.39  0.4853
34 H -10.63 10.51 10.71  0.5355
35 H -11.10 10.30 13.16  0.6464
36 H -12.69 10.81 14.98  0.4791
37 H -14.76 12.09 14.33  0.6911
38 H -14.76 13.33 12.25  0.1759
39 H -11.88 11.48 7.71  -0.4170
40 H -11.48 10.12 8.81  0.4900
41 H -13.32 8.98 9.71  0.6195
42 H -15.84 8.70 9.47  0.5036
43 H -17.22 10.78 9.30  0.5556
44 H -16.01 12.91 9.28  0.2455
45 C -16.20 15.91 7.39  -1.3877
46 C -16.11 14.57 6.65  -0.3051
47 C -14.83 14.42 5.83  -1.1497
48 Sb -12.95 14.24 6.85  -0.1129
49 C -11.96 15.93 6.02  1.1651
50 C -10.56 15.91 5.98  -0.1754
51 C -9.86 16.97 5.43  -1.1429
52 C -10.53 18.07 4.93  -0.6997
53 C -11.89 18.13 4.99  -0.5777
54 C -12.61 17.05 5.49  -0.4664
55 C -12.17 12.65 5.55  0.8226
56 C -10.93 12.62 4.96  -0.0523
57 C -10.57 11.56 4.10  -0.7218
58 C -11.44 10.46 3.92  -0.6804
59 C -12.70 10.50 4.50  -0.8889
60 C -13.05 11.60 5.29  -0.1317
61 Sb -15.23 15.87 9.24  0.6802
62 C -14.92 17.97 9.45  0.6207
63 C -15.18 18.55 10.67  -0.5036
64 C -14.84 19.91 10.94  -0.8063
65 C -14.33 20.67 9.90  -0.5820
66 C -14.01 20.11 8.66  -0.8065
67 C -14.29 18.75 8.48  0.0999
68 C -16.92 15.76 10.58  0.4259
69 C -18.24 15.87 10.21  -0.7640
70 C -19.22 15.70 11.17  -0.6846
71 C -18.85 15.45 12.52  -0.7112
72 C -17.51 15.36 12.88  -1.0311
73 C -16.53 15.43 11.89  0.5108
74 H -17.22 16.10 7.57  0.7723
75 H -15.86 16.77 6.77  0.4582
76 H -16.93 14.60 5.88  0.5294
77 H -16.25 13.74 7.38  -0.1276
78 H -14.71 15.26 5.11  0.7100
79 H -14.85 13.55 5.17  0.8057
80 H -9.89 15.12 6.38  0.1472
81 H -8.82 16.90 5.22  0.5581
82 H -9.97 18.88 4.44  0.3845
83 H -12.45 19.04 4.68  0.4051
84 H -13.71 17.15 5.49  -0.0102
85 H -10.24 13.46 5.10  0.1787
86 H -9.56 11.59 3.72  0.4026
87 H -11.12 9.59 3.39  0.4166
88 H -13.37 9.63 4.47  0.4256
89 H -14.07 11.56 5.81  0.2023
90 H -15.72 17.98 11.41  0.3975
91 H -15.01 20.30 11.96  0.4153
92 H -14.16 21.69 10.14  0.4311
93 H -13.59 20.74 7.85  0.4102
94 H -14.01 18.35 7.54  0.2254
95 H -18.51 16.22 9.22  0.4309
96 H -20.22 15.89 10.89  0.4885
97 H -19.60 15.47 13.30  0.3868
98 H -17.16 15.29 13.89  0.5452
99 H -15.48 15.31 12.07  -0.0922
100 F -14.16 15.48 14.14  -0.2043
101 C -13.17 16.42 13.97  0.4788
102 F -13.64 17.55 13.49  -0.1451
103 F -12.66 16.68 15.17  -0.2044
104 S -11.90 15.69 12.79  1.2068
105 O -12.75 15.57 11.54  -0.2204
106 O -10.77 16.57 12.68  -0.7311
107 N -11.60 14.28 13.45  -0.0738
108 S -10.43 14.32 14.59  1.0710
109 O -10.39 15.52 15.38  -0.6210
110 O -10.50 13.08 15.31  -0.7159
111 C -8.80 14.26 13.59  0.6037
112 F -9.15 13.88 12.31  -0.2751
113 F -7.96 13.32 14.02  -0.2539
114 F -8.19 15.38 13.53  -0.1914

***

This record from OMol25 describes C23H36N4O3 in the gas phase. The level of theory is ωB97M-V with the def2-TZVPD basis set.

Computed properties:
Frontier orbital gap (eV): 7.77
Charge: 0
2S+1: 1
SMILES: C[C@@H](C(=O)NCC1CCCCC1)N(C)CC(=O)Nc1ccc(N2CCOCC2)cc1

Each line ends with the Mulliken charge.
Cartesian coordinates (Å):
1 C -2.56 1.49 3.85  -1.5827
2 C -2.52 1.84 2.36  0.0196
3 C -1.12 1.56 1.78  -0.1788
4 O -0.17 1.21 2.45  -0.6878
5 N -1.04 1.82 0.46  0.4332
6 C 0.19 1.74 -0.29  -1.3675
7 C 0.76 3.11 -0.66  0.6454
8 C -0.17 3.89 -1.60  -0.8096
9 C 0.46 5.22 -1.99  -0.8264
10 C 0.77 6.05 -0.75  -0.6117
11 C 1.68 5.28 0.20  -0.8868
12 C 1.06 3.95 0.58  -0.7521
13 N -3.54 1.22 1.51  0.1713
14 C -4.79 1.95 1.51  -1.1448
15 C -3.78 -0.19 1.82  -1.0766
16 C -2.50 -1.03 1.72  0.4917
17 O -2.07 -1.68 2.65  -0.6454
18 N -1.98 -0.99 0.47  0.0993
19 C -0.76 -1.51 0.02  0.2423
20 C 0.23 -1.98 0.88  -0.6106
21 C 1.41 -2.47 0.38  -0.6641
22 C 1.67 -2.52 -0.99  1.1799
23 N 2.91 -2.96 -1.45  -0.0153
24 C 3.50 -4.16 -0.88  -0.6659
25 C 3.06 -5.39 -1.68  -0.5657
26 O 3.40 -5.27 -3.05  -0.4182
27 C 2.83 -4.11 -3.62  -0.3640
28 C 3.27 -2.86 -2.85  -1.0112
29 C 0.68 -2.03 -1.85  -0.0594
30 C -0.51 -1.54 -1.35  -1.4552
31 H -1.84 2.11 4.38  0.4534
32 H -2.27 0.45 4.00  0.2786
33 H -3.55 1.66 4.26  0.3645
34 H -2.66 2.93 2.26  0.5917
35 H -1.88 2.12 -0.01  0.3884
36 H 0.02 1.15 -1.20  0.3333
37 H 0.89 1.20 0.35  0.5162
38 H 1.70 2.93 -1.19  0.2869
39 H -1.12 4.08 -1.09  0.2822
40 H -0.38 3.30 -2.49  0.3175
41 H -0.21 5.77 -2.65  0.3810
42 H 1.39 5.04 -2.54  0.3714
43 H -0.17 6.29 -0.23  0.3098
44 H 1.24 7.00 -1.04  0.3372
45 H 1.88 5.88 1.09  0.3743
46 H 2.64 5.10 -0.30  0.3858
47 H 0.13 4.13 1.13  0.1568
48 H 1.72 3.40 1.25  0.4081
49 H -5.46 1.50 0.78  0.3540
50 H -4.61 2.98 1.22  0.3089
51 H -5.29 1.95 2.49  0.3704
52 H -4.20 -0.34 2.83  0.4157
53 H -4.50 -0.57 1.09  0.5330
54 H -2.48 -0.44 -0.21  0.2708
55 H 0.06 -1.95 1.95  0.4584
56 H 2.17 -2.79 1.08  0.4102
57 H 3.20 -4.28 0.16  0.3289
58 H 4.59 -4.06 -0.93  0.3164
59 H 3.56 -6.29 -1.32  0.3938
60 H 1.97 -5.51 -1.59  0.2971
61 H 3.18 -4.08 -4.65  0.3640
62 H 1.73 -4.20 -3.60  0.3008
63 H 2.85 -1.96 -3.29  0.4676
64 H 4.36 -2.79 -2.89  0.3887
65 H 0.81 -2.04 -2.92  0.2747
66 H -1.26 -1.17 -2.03  0.3268

***

This record from OMol25 describes C3H5NO2 in the gas phase at a distorted geometry. The level of theory is ωB97M-V with the def2-TZVPD basis set.

Computed properties:
Frontier orbital gap (eV): 9.84
Charge: 0
2S+1: 1
SMILES: CC(=O)C(N)=O

Each line ends with the Mulliken charge.
Cartesian coordinates (Å):
1 C 0.14 -1.05 1.36  -0.8761
2 C 0.56 -0.51 -0.14  0.5982
3 O 1.39 -0.84 -0.97  -0.5392
4 C -0.38 0.65 -0.41  0.4948
5 N -0.31 1.33 -1.57  -0.3879
6 O -1.18 0.90 0.47  -0.6078
7 H 1.01 -0.98 2.02  0.2855
8 H -0.67 -0.54 1.92  0.2853
9 H -0.21 -2.08 1.29  0.2783
10 H 0.35 1.13 -2.30  0.2274
11 H -0.98 2.09 -1.66  0.2415